(1)
Computed, not measured: a 2-piece molecular cluster, C4H10OS overall in a non-equilibrium geometry, with ωB97M-V with the def2-TZVPD basis set.

Bonds (Å) are listed after each position.
Element x y z (Å)
1 C 2.98 -0.75 1.96  C2 1.341, H4 1.088, H5 1.090
2 C 2.05 -0.37 1.08  C1 1.341, O3 1.367, H6 1.086
3 O 0.91 0.33 1.37  C2 1.367, H7 0.967
4 H 4.04 -0.66 1.75  C1 1.088
5 H 2.70 -1.04 2.98  C1 1.090
6 H 2.41 -0.38 0.05  C2 1.086
7 H 0.49 0.49 0.52  O3 0.967
8 C -1.73 1.29 -0.15  S9 1.801, H11 1.086, H12 1.106, H13 1.120
9 S -1.66 -0.39 -0.79  C8 1.801, C10 1.806
10 C -0.57 -0.06 -2.19  S9 1.806, H14 1.109, H15 1.088, H16 1.097
11 H -1.03 1.93 -0.69  C8 1.086
12 H -2.77 1.66 -0.17  C8 1.106
13 H -1.37 1.48 0.90  C8 1.120
14 H -0.76 -0.96 -2.81  C10 1.109
15 H 0.51 -0.04 -2.07  C10 1.088
16 H -0.94 0.84 -2.71  C10 1.097

Computed properties:
SMILES: C=CO.CSC
LUMO energy: 0.78 eV
Energy relative to the best compared isomer or geometry (same formula, charge and spin): 191.2 kJ/mol


(2)
Computed, not measured: a 2-piece molecular cluster, C4H10OS overall in a non-equilibrium geometry, with ωB97M-V with the def2-TZVPD basis set.

Bonds (Å) are listed after each position.
Element x y z (Å)
1 C 1.53 0.94 0.05  C2 1.497, H4 1.133, H5 1.188, H6 1.128
2 C 0.86 1.99 0.89  C1 1.497, O3 1.235, H7 1.081
3 O 0.11 1.78 1.85  C2 1.235
4 H 2.41 1.36 -0.53  C1 1.133
5 H 0.90 0.30 -0.72  C1 1.188
6 H 1.72 0.27 0.94  C1 1.128
7 H 1.03 2.97 0.47  C2 1.081
8 C -1.81 -0.16 -0.86  S9 1.766, H11 1.035, H12 1.104, H13 1.073
9 S -1.23 -1.77 -1.29  C8 1.766, C10 1.783
10 C -0.07 -2.01 0.04  S9 1.783, H14 1.165, H15 1.231, H16 1.061
11 H -1.23 0.29 -0.13  C8 1.035
12 H -2.77 -0.29 -0.32  C8 1.104
13 H -1.91 0.45 -1.74  C8 1.073
14 H -0.25 -1.21 0.87  C10 1.165
15 H -0.26 -3.08 0.62  C10 1.231
16 H 0.96 -1.84 -0.15  C10 1.061

Computed properties:
SMILES: CC=O.CSC
LUMO energy: 0.69 eV
Energy relative to the best compared isomer or geometry (same formula, charge and spin): 185.8 kJ/mol


(3)
Computed, not measured: a 2-piece molecular cluster, C4H10OS overall in a non-equilibrium geometry, with ωB97M-V with the def2-TZVPD basis set.

Bonds (Å) are listed after each position.
Element x y z (Å)
1 C 1.16 2.01 -1.44  H5 1.168, H6 1.194, H7 1.139, S16 1.865
2 C 0.07 0.67 0.82  C3 1.573, H8 1.135, H9 1.188, S16 1.875
3 C -0.70 -0.51 0.11  C2 1.573, C4 1.551, H10 1.078, O15 1.323
4 C -0.81 -1.74 1.05  C3 1.551, H11 1.144, H12 1.110, H13 1.162
5 H 2.18 1.47 -1.27  C1 1.168
6 H 0.57 1.34 -2.23  C1 1.194
7 H 1.40 3.06 -1.81  C1 1.139
8 H 1.06 0.19 1.09  C2 1.135
9 H -0.39 0.95 1.88  C2 1.188
10 H -1.74 -0.32 -0.08  C3 1.078
11 H -1.14 -2.63 0.40  C4 1.144
12 H 0.02 -2.17 1.65  C4 1.110
13 H -1.71 -1.60 1.78  C4 1.162
14 H 0.02 -2.32 -0.97  no bonds
15 O 0.00 -0.76 -0.98  C3 1.323
16 S 0.01 2.35 -0.01  C1 1.865, C2 1.875

Computed properties:
LUMO energy: -0.67 eV
Energy relative to the best compared isomer or geometry (same formula, charge and spin): 423.6 kJ/mol


Question: The lowest energy relative to the best compared isomer or geometry (same formula, charge and spin) belongs to which entry?
Answer: number 2